Below is a 5-piece molecular cluster, C46H86BrCl2O13PS overall at a distorted geometry, with properties calculated with ωB97M-V/def2-TZVPD.

XYZ file:
```
150
Properties=species:S:1:pos:R:3:forces:R:3
C -0.2469 1.8698 -2.6507 0.5 -0.8 0.3
C 0.4980 1.3518 -1.8494 -0.5 -0.7 -0.3
C 1.5109 0.5497 -1.0495 1.1 1.9 -1.1
C 2.0892 -0.6446 -1.8849 -0.2 -0.3 -1.0
C 1.8371 -0.5755 -3.4216 0.6 -0.4 0.0
C 2.6363 0.5291 -4.1624 -0.5 -0.2 0.1
C 4.1892 0.4368 -4.0071 -0.5 0.7 -1.7
C 4.8736 0.1971 -5.4161 0.3 -0.2 1.3
C 6.2436 0.9306 -5.4606 0.6 -0.7 -0.9
C 6.6805 1.3891 -6.8782 0.4 0.2 0.3
C 8.1646 1.8777 -6.9094 -0.7 0.6 -0.7
C 8.3294 3.3593 -6.4527 0.9 -0.8 0.5
C 9.7817 3.5429 -5.9218 -0.2 0.7 0.4
C 10.0430 4.9179 -5.2523 0.5 0.5 -0.5
C 9.8084 6.1449 -6.1927 0.2 -0.7 0.0
O 1.0485 0.2020 0.2501 -0.5 -0.4 -0.5
C -0.1917 -0.4741 0.2731 -0.2 0.4 1.3
C -1.3231 0.4600 0.9087 0.1 -0.2 0.1
C -2.3830 0.7834 -0.2174 -1.1 0.2 0.0
C -3.7912 0.2066 0.0148 -0.8 0.1 0.4
C -4.0417 -1.1804 -0.0687 0.0 -0.1 -0.1
C -5.3130 -1.7195 0.0960 -1.7 0.7 0.2
C -6.4544 -0.8685 0.3511 1.9 0.1 -0.2
C -6.2030 0.5024 0.4482 0.1 -0.8 -0.2
C -4.9048 1.0363 0.2854 -0.2 0.7 -0.2
C -4.8132 2.5679 0.3999 0.2 -0.4 0.1
O -1.8439 -0.2327 2.0282 0.3 0.3 -0.1
C -2.5065 0.5939 2.9826 -1.2 -0.6 0.2
P -0.3713 2.0745 1.3451 1.7 0.4 -1.2
O 0.4155 1.7203 2.7760 -1.1 0.0 -0.4
Br -1.8257 3.7686 1.7174 -0.1 -0.3 0.4
S 0.1328 -1.9882 1.2990 0.8 -3.2 -0.5
C 0.7980 -1.5372 2.9249 0.4 0.5 -0.1
O 1.2250 -2.6962 0.6446 0.5 1.4 0.0
O -0.9967 -2.8906 1.3467 -0.9 1.4 0.6
C 2.7147 1.5454 -0.7995 -0.5 -0.3 0.2
Cl 2.6724 3.1428 -1.5784 0.0 -0.9 0.5
C 3.7743 1.2665 -0.0327 0.3 1.0 0.0
C 4.8661 2.3356 0.1712 -0.6 -0.4 0.2
Cl 3.9536 -0.2955 0.7504 0.1 0.8 -0.3
H -0.8813 2.1690 -3.4718 0.3 0.1 0.6
H 1.7487 -1.6390 -1.5482 -0.1 0.6 0.3
H 3.1860 -0.6475 -1.7701 -0.6 -0.1 0.2
H 2.2069 -1.5440 -3.8242 -0.2 0.4 0.2
H 0.7614 -0.5598 -3.6838 0.5 0.2 0.3
H 2.3618 0.4453 -5.2344 0.2 0.0 0.5
H 2.2841 1.5363 -3.8670 0.2 -0.5 0.0
H 4.5304 1.4431 -3.6943 0.0 -0.7 0.4
H 4.5314 -0.3552 -3.3233 -0.2 0.5 0.0
H 4.2088 0.4568 -6.2563 0.3 0.2 0.4
H 5.0453 -0.8979 -5.4635 0.0 0.5 -0.4
H 7.0077 0.1991 -5.1194 -0.3 0.5 0.1
H 6.3043 1.8081 -4.7919 -0.3 -0.4 -0.1
H 6.5616 0.5760 -7.6159 -0.1 0.3 0.3
H 6.0347 2.2417 -7.1706 0.2 -0.5 -0.1
H 8.5314 1.8225 -7.9550 -0.1 -0.1 0.5
H 8.8106 1.2228 -6.2979 -0.3 0.2 -0.2
H 8.1672 4.0751 -7.2756 -0.2 -0.5 0.2
H 7.5907 3.5834 -5.6598 0.4 0.0 -0.2
H 10.5106 3.4411 -6.7510 -0.4 -0.1 0.2
H 10.0390 2.7502 -5.1899 -0.3 0.3 -0.4
H 11.1194 4.9450 -4.9804 -0.6 0.0 0.1
H 9.4704 5.0851 -4.3224 0.1 -0.4 -0.4
H 10.6835 6.2591 -6.8595 -0.4 0.1 0.3
H 8.9289 5.9924 -6.8433 0.3 0.3 0.4
H 9.6894 7.0587 -5.5902 0.0 -0.3 -0.4
H -0.4833 -0.8724 -0.7146 0.1 0.0 0.4
H -2.0653 0.4180 -1.2107 0.2 0.1 0.6
H -2.5087 1.8746 -0.3534 0.3 -0.5 0.2
H -3.2240 -1.8784 -0.2938 -0.2 0.4 0.2
H -5.4825 -2.7978 -0.0048 0.2 0.4 0.1
H -7.4895 -1.2018 0.4612 0.6 -0.3 0.0
H -7.0593 1.1673 0.6278 0.5 -0.1 -0.1
H -4.1258 3.0076 -0.3457 -0.4 -0.1 0.4
H -5.8017 3.0461 0.2894 0.4 -0.3 0.0
H -4.4344 2.8211 1.4060 -0.1 0.1 -0.5
H -3.1703 -0.0767 3.5641 0.4 0.2 -0.3
H -1.8354 1.0781 3.7133 0.0 0.0 -0.6
H -3.1793 1.2952 2.4590 0.4 0.0 0.4
H 1.1443 2.3520 2.8643 -0.1 -0.2 0.0
H 0.2336 -0.7407 3.4272 0.1 -0.4 -0.2
H 0.8801 -2.4556 3.5327 -0.5 0.3 -0.5
H 1.8349 -1.2048 2.7341 -0.6 0.0 -0.1
H 5.6304 2.0230 0.8957 -0.2 -0.1 -0.5
H 5.2582 2.5846 -0.8275 0.3 -0.1 0.5
H 4.3982 3.2628 0.5545 0.2 -0.5 -0.2
C 0.5416 -3.1993 -5.8572 0.1 0.1 0.0
O 1.9504 -3.0416 -5.9258 -0.2 -0.2 -0.1
C 2.6361 -4.2877 -5.8967 0.3 0.4 0.0
C 3.1302 -4.6790 -7.2741 -0.2 -0.5 0.1
O 2.0493 -4.9981 -8.1407 0.0 0.3 0.0
C 1.7665 -3.9618 -9.0652 0.0 -0.1 0.0
H 0.0807 -2.2295 -6.0442 0.1 0.0 0.0
H 0.1802 -3.9076 -6.6066 0.0 0.0 0.0
H 0.2513 -3.5378 -4.8570 -0.1 -0.1 0.0
H 2.0025 -5.0726 -5.4728 0.0 0.0 -0.1
H 3.4996 -4.1611 -5.2352 0.0 -0.1 0.0
H 3.7425 -5.5819 -7.1844 0.0 0.0 0.0
H 3.7548 -3.8888 -7.7017 0.0 0.1 0.0
H 2.5631 -3.8942 -9.8133 0.0 0.1 0.0
H 1.6499 -2.9969 -8.5644 0.0 0.0 0.0
H 0.8329 -4.2064 -9.5706 0.0 -0.1 0.0
C -6.1055 -1.4868 3.9623 0.0 0.0 -0.1
O -6.4781 -2.6283 3.2125 0.0 0.0 0.3
C -5.6927 -3.7660 3.5376 -0.4 -0.1 -0.5
C -6.4531 -4.7337 4.4209 0.4 0.0 0.3
O -6.6686 -4.1907 5.7193 -0.2 0.1 -0.1
C -7.9960 -3.7302 5.9058 0.1 0.0 0.1
H -6.8419 -0.7045 3.7788 0.0 0.0 -0.1
H -6.0808 -1.6988 5.0349 0.1 0.0 0.0
H -5.1244 -1.1297 3.6307 0.0 0.0 0.1
H -4.7540 -3.4685 4.0061 0.0 0.0 0.1
H -5.4513 -4.2657 2.5937 0.1 0.0 0.0
H -5.8504 -5.6386 4.5515 0.0 0.0 -0.1
H -7.3998 -5.0235 3.9554 0.0 0.1 0.0
H -8.6857 -4.5784 5.9654 -0.1 0.0 0.0
H -8.3058 -3.0603 5.0994 0.0 0.0 0.0
H -8.0339 -3.1825 6.8470 0.1 -0.1 0.0
C -5.4566 2.9805 5.0304 0.1 -0.1 0.1
O -4.2007 3.2244 5.6403 -0.2 0.1 -0.1
C -3.4240 4.1828 4.9305 0.2 -0.2 0.4
C -3.4387 5.5301 5.6221 -0.1 0.2 -0.4
O -4.7237 6.1354 5.5503 0.0 -0.2 0.2
C -5.4396 6.0425 6.7699 0.0 0.0 -0.1
H -6.0478 2.3676 5.7105 0.1 0.0 0.0
H -5.9975 3.9107 4.8380 0.0 0.0 -0.1
H -5.3208 2.4309 4.0914 -0.1 0.0 -0.1
H -3.7663 4.2724 3.8960 0.0 0.1 0.0
H -2.3962 3.8069 4.9109 0.0 0.0 -0.1
H -2.7439 6.1987 5.1034 0.1 0.0 0.0
H -3.1065 5.4377 6.6606 0.0 -0.1 0.0
H -4.9906 6.6979 7.5232 0.0 -0.1 0.1
H -5.4647 5.0156 7.1442 0.0 0.0 0.0
H -6.4622 6.3708 6.5864 0.1 0.0 -0.1
C -0.7319 -4.5980 8.2214 0.0 -0.1 -0.1
O -1.5609 -4.9959 7.1438 0.0 0.2 0.2
C -2.9032 -4.5455 7.2891 0.1 -0.3 -0.4
C -3.1888 -3.3584 6.3941 -0.3 0.2 0.4
O -2.4797 -2.2023 6.8227 0.2 -0.1 -0.2
C -1.3506 -1.9251 6.0160 0.0 0.1 0.1
H 0.2984 -4.8384 7.9601 0.0 -0.1 0.0
H -0.8037 -3.5233 8.4082 0.0 0.0 0.0
H -1.0009 -5.1493 9.1285 0.0 0.1 0.1
H -3.1241 -4.3058 8.3338 0.0 0.1 0.0
H -3.5521 -5.3752 6.9916 -0.1 0.0 0.0
H -4.2541 -3.1204 6.4590 0.0 -0.1 0.0
H -2.9570 -3.5943 5.3507 0.1 0.0 0.0
H -1.6663 -1.5646 5.0303 0.1 -0.1 -0.1
H -0.7131 -2.8063 5.8992 0.0 0.0 -0.1
H -0.7718 -1.1410 6.5052 -0.1 0.0 0.0
```
Forces are in eV/Å.

Properties
* spin multiplicity: 1
* SMILES: C#C[C@](CCCCCCCCCCCC)(O[C@H]([C@@](Cc1ccccc1C)(OC)P(O)Br)S(C)(=O)=O)/C(Cl)=C(/C)Cl.COCCOC.COCCOC.COCCOC.COCCOC
* HOMO energy: -8.561 eV

=====

Below is a 3-piece molecular cluster, C38H63Cl2IN3O15P3S overall at a distorted geometry, with properties calculated with ωB97M-V/def2-TZVPD.

XYZ file:
```
126
Properties=species:S:1:pos:R:3:forces:R:3
C 3.0676 6.4060 0.5944 -0.1 -0.2 0.9
C 1.6056 7.0297 0.3755 -0.1 -0.5 0.2
C 0.7069 6.2271 -0.7078 0.9 1.7 -0.4
O -0.4026 5.5801 -0.0103 -0.4 -1.9 -2.1
C -0.8713 4.4335 -0.7449 -0.4 -2.6 -1.4
C -2.1558 4.4772 -1.6513 1.8 -1.6 0.6
C -2.8849 5.9086 -1.6953 0.3 0.4 0.7
P -2.2976 6.9050 -3.2243 2.2 -1.0 -1.9
O -1.3736 6.0165 -4.0701 -2.1 2.4 1.8
O -1.4430 8.2970 -2.6523 -1.4 -2.1 -1.3
O -3.5918 7.5058 -4.1518 2.3 -0.2 1.4
C -2.6602 3.2211 -2.4671 3.3 -0.3 2.0
C -3.9525 3.2620 -3.4043 1.1 -0.5 0.2
C -5.3206 3.7301 -2.6827 -1.6 -0.2 -0.8
N -5.2887 3.6954 -1.1945 -0.6 -0.4 -0.3
N -6.3992 2.7449 -3.0887 0.6 0.7 0.7
N -5.7999 5.0494 -3.2540 1.8 -0.7 0.7
C -1.7678 1.9333 -2.3232 0.6 2.0 1.4
C -0.4687 1.9134 -1.4236 -1.1 1.8 0.3
C 0.0135 3.1334 -0.5900 -2.9 -0.1 -2.3
C 1.3046 3.1583 0.3407 0.2 0.3 -0.1
C 0.9965 3.4461 1.8986 1.0 -0.5 -0.1
C 0.2899 2.1345 2.5078 1.1 0.0 -1.3
I -1.3911 2.7862 3.7354 0.6 -0.6 -0.4
C 0.3456 0.5198 -1.3715 0.6 0.6 -0.6
O 1.5965 0.4483 -1.4138 -4.2 0.0 0.5
C -0.6223 -0.7756 -1.3204 -1.4 -2.2 0.2
C -0.2800 -1.9601 -0.3920 -2.9 -0.4 -3.3
P 1.2319 -2.0177 0.7695 -1.4 0.4 1.7
S 0.5919 -1.5902 2.5911 0.1 0.0 -0.4
C -1.2730 -3.1836 -0.4327 -0.3 2.6 -1.7
Cl -0.8032 -4.5681 0.6944 -0.9 1.7 -1.7
C -2.5532 -3.2218 -1.3381 1.4 1.6 0.2
C -3.4568 -4.5510 -1.3089 0.5 -0.4 0.8
Cl -3.8067 -5.2133 -3.0154 0.3 0.7 1.4
C -4.7829 -4.4185 -0.3978 0.3 -0.4 0.5
C -4.4391 -5.1039 1.0393 0.6 0.3 -0.4
C -2.9296 -1.9795 -2.2501 3.8 0.8 3.2
P -4.4572 -1.8709 -3.3359 -0.2 -1.8 -5.7
O -4.0595 -2.4476 -4.7140 -1.1 2.0 4.3
O -5.7979 -2.7678 -2.8011 1.9 2.4 0.5
O -5.0506 -0.2538 -3.5261 0.4 -3.0 2.6
C -1.9201 -0.7765 -2.2172 0.5 -1.7 1.5
C -2.0858 0.5602 -3.1156 -0.1 0.9 -1.5
O -2.3703 0.5643 -4.3323 0.8 -0.4 4.3
H 3.6926 7.0995 1.2767 -0.9 -1.0 -1.3
H 2.9796 5.4164 1.1857 0.1 1.5 -1.0
H 3.6400 6.1701 -0.3639 -0.8 0.6 1.2
H 1.6544 8.1547 0.1232 0.0 -1.9 0.2
H 1.0491 6.9428 1.3772 0.7 0.2 -1.5
H 1.3264 5.5034 -1.3503 -1.0 0.9 1.1
H 0.2695 7.0054 -1.4198 0.5 -1.2 0.9
H -4.0187 5.8540 -1.6113 1.7 0.0 -0.4
H -2.5348 6.5456 -0.7926 -0.4 -1.2 -1.4
H -0.6816 8.3925 -3.2692 -0.6 -0.2 0.5
H -3.1544 8.0618 -4.8477 -0.7 -0.6 0.6
H -3.6844 3.8968 -4.3359 -0.5 -0.8 1.5
H -4.1525 2.1975 -3.8096 0.6 1.8 0.7
H -6.0535 3.0620 -0.8840 0.8 0.7 -0.4
H -5.5139 4.6018 -0.7649 0.2 -0.5 -0.5
H -6.1390 1.8026 -2.7740 -0.1 0.6 -0.7
H -6.5766 2.7964 -4.0995 0.3 -0.2 0.7
H -4.9468 5.4905 -3.6256 -0.9 0.1 0.0
H -6.1547 5.6657 -2.5104 0.0 -0.5 -0.5
H 1.9183 2.1806 0.3166 -1.3 1.4 -0.3
H 2.0227 3.9639 -0.0741 -1.2 -1.3 0.7
H 2.0341 3.5591 2.4036 -1.6 -0.2 -0.8
H 0.4459 4.4234 2.0973 0.5 -1.5 -0.5
H -0.0610 1.4860 1.6161 0.1 1.0 1.7
H 1.0469 1.4837 3.0827 -1.5 1.2 -0.6
H 2.2220 -1.0369 0.4585 -0.4 -0.9 -0.8
H 1.7618 -3.3511 0.8524 -0.1 0.8 -1.0
H -2.8446 -5.4044 -0.8241 -0.8 1.7 -1.0
H -5.7026 -4.9396 -0.8529 1.7 0.9 0.4
H -4.9975 -3.2975 -0.2733 0.1 -1.7 0.0
H -3.8838 -6.1104 0.9149 -1.0 1.6 -0.1
H -3.6940 -4.4023 1.5702 -1.4 -1.2 -0.5
H -5.3714 -5.3311 1.6560 1.3 0.7 -0.8
H -6.3094 -2.3104 -2.0961 0.4 -0.5 -0.5
H -5.5912 -0.1361 -2.6974 0.5 0.3 -1.1
C 3.0682 -0.5599 -4.5779 0.1 0.0 -0.2
O 4.4677 -0.4851 -4.3817 -0.2 -0.1 0.5
C 4.8539 0.1195 -3.1513 0.1 -0.2 -0.3
C 5.8395 -0.7402 -2.3674 0.2 0.0 0.1
O 5.3554 -1.9942 -1.8786 0.0 0.1 -0.2
C 4.9648 -2.9788 -2.8348 -0.2 -0.1 0.0
C 6.0585 -3.5337 -3.7479 -0.3 0.3 -0.2
O 6.5788 -2.5486 -4.6305 0.3 -0.1 0.5
C 7.9863 -2.4131 -4.5823 -0.2 0.1 -0.2
H 2.7265 0.3126 -5.1406 -0.2 0.0 0.1
H 2.8543 -1.4564 -5.1648 0.1 0.1 -0.1
H 2.5153 -0.6377 -3.6350 0.1 0.1 0.0
H 3.9836 0.3509 -2.5277 0.0 -0.1 -0.1
H 5.3450 1.0654 -3.4069 0.1 0.1 0.3
H 6.1197 -0.1757 -1.4718 -0.2 -0.1 0.0
H 6.7698 -0.8881 -2.9184 -0.2 0.0 -0.2
H 4.1084 -2.6244 -3.4083 0.2 0.1 -0.2
H 4.5838 -3.8185 -2.2433 0.2 0.0 0.1
H 5.6158 -4.3167 -4.3743 -0.1 -0.1 0.2
H 6.8485 -3.9962 -3.1465 0.0 0.1 0.0
H 8.3861 -2.5966 -3.5789 0.0 0.0 -0.1
H 8.2383 -1.3877 -4.8626 -0.1 -0.1 -0.1
H 8.4494 -3.0950 -5.2999 0.2 -0.1 0.1
C 2.0778 -5.5418 4.8103 0.2 -0.1 0.2
O 2.2472 -4.8315 6.0215 -0.5 0.1 -0.3
C 1.6676 -3.5296 6.0238 0.1 -0.2 0.3
C 0.7624 -3.3022 7.2296 -0.1 0.1 0.2
O -0.4247 -4.0958 7.3050 0.3 -0.1 0.0
C -0.2778 -5.5077 7.4438 -0.1 0.0 -0.1
C 0.3786 -6.0158 8.7280 0.2 0.0 -0.4
O 1.7435 -5.6312 8.8278 -0.4 0.3 0.3
C 2.0703 -4.9628 10.0313 0.2 -0.1 -0.2
H 2.9453 -5.3832 4.1640 -0.1 0.0 -0.2
H 2.0120 -6.6065 5.0471 0.1 0.0 0.0
H 1.1603 -5.2593 4.2812 0.1 0.1 0.0
H 1.1132 -3.3357 5.0992 0.0 -0.1 0.0
H 2.4981 -2.8165 6.0727 -0.2 0.2 0.0
H 0.4091 -2.2670 7.1776 -0.1 -0.1 -0.1
H 1.3175 -3.3712 8.1667 0.2 -0.2 -0.1
H 0.2041 -5.9227 6.5586 0.3 0.0 0.1
H -1.2981 -5.9058 7.4257 0.0 0.1 0.1
H 0.3600 -7.1117 8.7107 -0.2 0.0 0.0
H -0.1993 -5.6872 9.5984 0.1 0.1 0.0
H 1.2415 -4.3505 10.4032 0.0 -0.1 0.0
H 2.9156 -4.2999 9.8325 0.0 -0.1 0.0
H 2.3681 -5.6902 10.7906 -0.1 0.1 0.2
```
Forces are in eV/Å.

Properties
* spin multiplicity: 1
* SMILES: CCCOc1c(CP(=O)(O)O)c(CC(N)(N)N)c2c(c1CCCI)C(=O)c1c([PH2]=S)c(Cl)c([C@H](Cl)CC)c(P(=O)(O)O)c1C2=O.COCCOCCOC.COCCOCCOC
* HOMO energy: -8.840 eV

=====

One value per record, in order, for frontier orbital gap: 0.3211; 0.2607 hartree.